Entry 1:
57
Properties=species:S:1:pos:R:3:forces:R:3 method="wB97M-V/def2-TZVPD" homo_energy_ev=-9.02 smiles="O=S(=O)(O)CCCC[C@@H]1OS(=O)(=O)O[C@@H]1S(=O)(=O)C(F)(F)F.c1ccccc1.c1ccccc1" charge=0
O 2.92964 -1.69176 -0.44418 -0.17 -0.09 -0.06
S 4.06954 -0.83224 -0.33043 0.26 0.07 0.20
O 4.17296 0.27556 -1.22997 -0.02 0.07 -0.15
O 5.38792 -1.71380 -0.40202 -0.01 -0.01 -0.09
C 4.23076 -0.24563 1.32421 -0.17 -0.01 0.23
C 3.00456 0.63980 1.59651 0.10 0.03 -0.21
C 3.22510 2.12918 1.29614 -0.12 -0.11 0.02
C 1.94985 2.78058 0.76604 -0.08 0.35 0.06
C 1.68693 2.38399 -0.67440 0.36 -0.37 -0.22
O 1.07086 3.44421 -1.45565 -0.03 -0.02 0.15
S 0.87157 2.87984 -2.93038 0.11 -0.08 0.13
O -0.35113 3.35866 -3.43668 -0.24 0.16 -0.13
O 2.07786 2.97272 -3.66155 0.18 0.03 -0.16
O 0.71911 1.32602 -2.48128 -0.20 -0.05 0.14
C 0.79434 1.20909 -1.07634 -0.26 0.09 -0.15
S -0.92604 1.31732 -0.39007 0.11 -0.09 0.16
O -1.87669 1.35134 -1.44736 -0.03 -0.03 -0.12
O -0.95079 2.23693 0.70417 -0.14 0.01 0.05
C -1.05524 -0.36086 0.40185 -0.09 -0.20 0.15
F -2.12314 -0.37727 1.19796 0.35 -0.10 -0.32
F -1.14908 -1.32448 -0.51564 0.08 0.36 0.41
F 0.05121 -0.56934 1.14975 -0.46 -0.03 -0.23
H 5.37701 -2.23287 -1.22197 0.05 -0.04 0.01
H 5.17244 0.29655 1.39198 0.02 0.01 -0.01
H 4.26969 -1.11775 1.97505 -0.02 -0.05 -0.06
H 2.65926 0.49172 2.61849 0.07 0.02 0.05
H 2.19209 0.27267 0.96875 0.01 -0.07 0.18
H 3.53805 2.64100 2.20634 0.06 0.04 -0.02
H 4.01823 2.25085 0.55565 0.05 0.00 0.05
H 1.10577 2.55694 1.41349 0.00 0.03 -0.04
H 2.05665 3.86742 0.76265 0.04 -0.02 -0.01
H 2.64437 2.14878 -1.15731 -0.01 0.08 0.11
H 1.15324 0.21432 -0.82032 0.25 0.00 -0.13
C -6.41114 1.21243 -1.70595 0.00 -0.01 0.00
C -7.56515 1.58337 -2.38253 0.00 0.00 0.00
C -7.48326 2.05531 -3.68523 0.00 0.00 0.00
C -6.24780 2.15485 -4.31039 0.00 0.00 -0.01
C -5.09461 1.78264 -3.63362 0.02 0.00 -0.01
C -5.17527 1.31110 -2.33069 -0.06 0.01 0.00
H -6.47504 0.84650 -0.68885 0.00 0.00 0.00
H -8.52852 1.50530 -1.89478 0.00 0.00 0.00
H -8.38233 2.34776 -4.21264 0.00 0.00 0.00
H -6.18376 2.52444 -5.32590 0.00 0.00 0.00
H -4.12918 1.86260 -4.11684 0.00 0.01 0.00
H -4.27338 1.02998 -1.80671 0.02 0.00 0.01
C 1.40321 -3.59625 2.17857 0.00 0.04 0.01
C 2.21160 -4.69687 2.42811 0.01 -0.01 0.01
C 1.97170 -5.49889 3.53550 0.01 -0.01 0.00
C 0.92188 -5.20198 4.39386 0.00 0.00 0.00
C 0.11316 -4.10168 4.14587 0.01 0.00 -0.01
C 0.35510 -3.29909 3.03912 0.01 -0.02 0.05
H 1.59284 -2.97353 1.31473 0.00 0.02 -0.05
H 3.02693 -4.93112 1.75534 0.00 0.00 -0.01
H 2.60224 -6.35725 3.72925 0.00 0.00 0.00
H 0.73372 -5.82901 5.25585 0.00 0.00 0.00
H -0.70580 -3.86970 4.81466 0.00 0.00 0.00
H -0.27404 -2.44043 2.84978 -0.03 0.01 0.00

=====

Entry 2:
49
Properties=species:S:1:pos:R:3:forces:R:3 method="wB97M-V/def2-TZVPD" homo_energy_ev=-6.96 de_lowest_kcal_mol=355.2 charge=0
O 1.44023 -0.13917 3.96929 -0.47 -1.42 -1.25
C 1.15552 -0.80446 2.94720 4.85 4.70 -0.58
N 0.08287 -1.47335 2.76166 -2.11 -2.12 -6.42
C -0.45073 -2.05541 1.41906 0.69 0.55 -1.48
H -0.58593 -3.23640 1.46005 0.56 2.53 0.22
H 0.22702 -1.74041 0.53946 -1.04 -1.10 1.85
C -1.95024 -1.39874 0.93430 3.58 -12.43 12.76
N -1.99019 -0.37496 0.33158 2.08 14.67 -6.41
C -1.11154 0.77427 0.62807 0.09 0.84 1.94
H -0.84054 0.72898 1.73818 -0.09 0.01 -1.60
C 0.23836 1.04135 -0.22791 -4.66 -4.34 -2.05
N -0.28265 0.97418 -1.72655 -2.99 0.09 11.88
C 0.25782 1.43872 -2.68716 14.06 7.85 -3.06
C 1.82442 1.92033 -2.27770 -3.42 -1.28 -3.79
C 2.54618 2.36658 -3.38329 2.97 4.06 1.70
C 1.98923 2.84400 -4.58428 -3.49 -3.51 0.29
C 0.53352 2.39983 -4.86148 9.68 3.94 -0.45
C -0.12998 1.88694 -3.89552 -2.49 -2.76 2.41
H -1.03065 1.45659 -4.01468 -3.86 -0.55 -1.54
H 0.34874 2.67593 -5.80730 -1.91 0.47 -3.22
F 2.80789 3.19765 -5.60941 -0.52 0.26 0.35
H 3.67499 2.93201 -3.10986 -3.01 -2.20 -0.98
H 2.29254 1.76589 -1.31552 -0.22 -0.10 -0.09
C -1.15047 0.01967 -1.89433 -1.97 -8.16 -1.98
C -2.21869 -0.43533 -1.04953 -6.30 6.79 1.46
H -3.04293 -1.11576 -1.17220 0.72 -1.02 -1.41
H -3.17217 0.69908 -1.19032 1.95 -2.32 0.16
H -1.37902 -0.18659 -2.90075 -0.94 0.67 -1.50
H -0.60890 -0.93443 -1.81756 1.45 -0.94 0.08
H 0.45831 2.00680 0.02895 1.53 2.13 0.38
H 0.86692 0.14220 -0.06429 0.25 1.37 -0.31
H -1.77261 1.64733 0.54792 0.40 0.17 -0.24
C -2.75779 -1.77018 2.22650 -5.72 8.44 -6.12
C -2.36729 -1.06847 3.34945 5.51 5.13 4.61
C -0.90636 -1.54471 3.69173 -0.71 -3.00 3.64
H -0.71610 -2.62711 4.08988 -2.00 0.67 -0.86
H -0.40717 -1.19556 4.53876 -0.25 2.04 1.82
H -2.24903 0.25165 3.36695 -0.68 -3.90 -0.68
H -2.86161 -1.23608 4.27666 -0.99 -0.28 0.48
H -2.73935 -2.70752 2.37470 -0.31 -7.02 0.86
H -3.88177 -1.27480 2.02361 2.11 -2.04 0.13
H -2.05752 -2.04271 0.22145 -1.61 -5.51 -3.15
C 2.20819 -0.58522 1.65165 -5.34 -1.24 6.34
C 3.06640 0.36344 1.68164 5.12 2.72 -0.94
S 4.36161 0.12062 0.33656 -4.17 -1.87 1.85
C 3.24288 -1.33097 0.05737 2.84 1.27 -2.44
N 2.21411 -1.52941 0.75184 0.99 -1.66 -1.87
H 3.43358 -1.83633 -0.83832 0.40 -1.04 -1.10
H 3.38989 0.99004 2.48345 -0.56 0.46 0.29

=====

Entry 3:
54
Properties=species:S:1:pos:R:3:forces:R:3 method="wB97M-V/def2-TZVPD" homo_energy_ev="1.92 / -2.16" multiplicity=5 de_lowest_kcal_mol=42.8 charge=-2
C -1.19807 0.36857 -3.20733 -1.05 -1.30 3.03
I 0.22688 1.26416 -4.29738 1.87 1.23 -1.31
H -1.79624 -0.21446 -3.92607 0.03 0.09 0.83
H -0.67947 -0.26901 -2.35770 -1.32 1.04 -1.79
H -1.80092 1.15538 -2.66698 0.46 -1.08 -0.74
C 0.59296 3.52591 1.91544 -0.25 -0.22 -0.29
C -0.64101 3.82081 1.48068 0.12 -0.18 -0.05
N -1.08620 2.73553 0.76842 0.61 0.19 -0.17
C -0.14876 1.72960 0.74460 -0.61 1.51 1.62
N 0.89655 2.26557 1.46763 -0.61 0.37 -0.55
H 1.24178 4.10403 2.52050 0.53 0.23 0.31
H -1.22409 4.69124 1.65655 -0.35 0.38 -0.04
C 2.21835 -3.11289 -0.97957 0.94 -0.02 -0.21
C 0.59656 -1.71244 -0.25936 0.19 -1.49 0.60
N 1.94908 -1.86398 -0.47725 -0.85 0.03 -0.23
H 0.88946 -4.76499 -1.42655 -0.17 -0.24 0.01
N 0.09692 -2.95191 -0.55934 0.27 0.06 -0.45
H 3.20574 -3.43934 -1.25723 0.04 0.18 0.04
Ir -0.60228 -0.22338 0.50489 -1.37 -0.95 -0.38
C -2.52527 -0.57626 0.70212 -1.70 0.45 -3.28
O -3.67200 -0.87972 0.56316 2.99 0.62 1.23
C 1.07358 -3.77917 -1.05707 -0.32 -0.42 0.12
C -1.27202 -3.40300 -0.44111 -0.32 0.14 -0.07
H -1.25782 -4.49658 -0.34155 -0.04 0.31 -0.03
H -1.84127 -3.11666 -1.33962 0.04 -0.07 0.36
H -1.71879 -2.95810 0.45280 0.07 -0.16 -0.25
C 3.01283 -0.93363 -0.19388 0.32 0.32 0.19
H 3.90598 -1.27659 -0.72662 -0.20 0.15 -0.02
H 3.25319 -0.92922 0.87776 -0.25 0.11 -0.22
H 2.75241 0.07045 -0.54151 0.00 -0.23 0.12
C 2.19273 1.68218 1.69615 0.46 -0.42 0.08
H 2.86552 1.84113 0.84090 -0.27 0.05 0.14
H 2.06462 0.61604 1.89970 0.05 0.17 0.03
H 2.63370 2.13741 2.58739 -0.12 -0.17 -0.15
C -2.35516 2.73691 0.07980 -0.26 -0.29 -0.12
H -2.20136 2.73187 -1.00872 -0.08 0.04 0.32
H -2.88821 3.64445 0.37913 0.02 -0.19 -0.14
H -2.92775 1.84669 0.36278 0.09 0.29 -0.11
O 3.19336 0.50662 4.43176 0.84 -0.22 0.06
S 2.34822 -0.65102 4.64122 -3.73 0.41 -1.01
O 2.94239 -1.90174 5.03986 0.75 -0.01 0.02
N 1.31868 -0.85607 3.32594 2.80 -0.40 0.16
C 0.05337 -0.72472 3.66304 -0.39 0.66 2.85
S -1.23241 -1.11807 2.67704 -0.63 -0.84 -0.29
C -0.21556 -0.30518 5.02966 0.40 -0.54 -1.89
C -1.41401 0.07459 5.64127 -0.63 0.34 1.04
C -1.37373 0.57827 6.94389 0.13 -0.38 -0.84
C -0.13802 0.70118 7.61216 0.67 0.11 0.44
C 1.06557 0.31417 6.99563 -0.35 -0.23 -0.43
C 0.99480 -0.20527 5.71113 1.19 0.54 1.48
H -2.35219 -0.01437 5.09156 0.25 0.05 0.15
H -2.29024 0.88649 7.44969 0.19 -0.07 -0.17
H -0.09987 1.11064 8.61976 -0.08 -0.05 -0.12
H 2.04797 0.39996 7.46563 -0.39 0.10 0.13

=====

Entry 4:
49
Properties=species:S:1:pos:R:3:forces:R:3 method="wB97M-V/def2-TZVPD" homo_energy_ev=-8.35 smiles="Cc1ccc(NC(=O)C2CCN(S(=O)(=O)c3cccnc3)CC2)cc1C" de_lowest_kcal_mol=38.6 charge=0
C -2.33528 -2.09459 -6.83657 -0.02 0.01 0.06
C -1.86979 -1.72239 -5.46254 0.04 0.01 0.02
C -0.51800 -1.54570 -5.20301 -0.07 0.01 0.06
C -0.06729 -1.20187 -3.94382 -0.05 0.03 0.14
C -0.97657 -1.02613 -2.90598 -0.12 -0.07 -0.29
C -2.33180 -1.20107 -3.15527 -0.08 0.02 0.13
C -2.78415 -1.54604 -4.41973 0.25 0.01 -0.05
C -4.25187 -1.72661 -4.65579 0.05 0.01 0.00
H -4.46242 -2.73698 -5.00499 -0.09 -0.06 -0.04
H -4.60523 -1.03352 -5.41857 -0.10 0.02 -0.06
H -4.81104 -1.55135 -3.74111 -0.08 0.00 0.03
H -3.03556 -1.06490 -2.35142 -0.04 0.00 0.03
N -0.47118 -0.67731 -1.64439 0.39 -0.03 -0.23
C -1.14093 -0.42853 -0.48738 0.59 0.00 0.37
O -2.34053 -0.49881 -0.34994 -0.33 0.01 0.02
C -0.20075 -0.01367 0.64837 -0.46 0.13 0.04
C 0.20851 1.45331 0.46086 0.26 -0.12 0.21
C 1.10155 1.89113 1.61959 0.23 0.35 -0.55
N 0.39945 1.70018 2.86384 0.08 0.66 0.76
S 0.96317 2.56074 4.16685 0.10 -0.10 -0.11
O 0.06075 2.34247 5.25556 0.11 -0.31 -0.01
O 1.22754 3.89409 3.72128 0.23 -0.13 -0.18
C 2.52321 1.76490 4.56330 -0.59 0.22 -0.06
C 2.55764 0.74567 5.49810 0.05 -0.08 0.07
C 3.76440 0.09977 5.71933 -0.10 0.12 -0.11
C 4.86686 0.50460 4.97790 -0.06 -0.22 0.23
N 4.83096 1.48163 4.08678 0.37 0.18 -0.26
C 3.68302 2.10488 3.88714 -0.21 0.20 -0.11
H 3.68196 2.91563 3.17238 -0.02 0.10 -0.07
H 5.83003 0.02793 5.10236 0.04 -0.10 0.09
H 3.84741 -0.69512 6.44358 0.02 -0.06 0.06
H 1.65682 0.49373 6.03652 -0.05 -0.08 0.10
C 0.01191 0.33407 3.12064 -0.32 -0.54 0.24
C -0.89719 -0.16275 2.00097 0.26 0.01 -0.05
H -1.81677 0.42158 1.98675 -0.04 -0.05 0.02
H -1.16070 -1.20650 2.17527 -0.04 0.02 0.04
H 0.90147 -0.31603 3.19375 -0.05 0.04 0.02
H -0.51035 0.32942 4.07743 0.00 -0.20 -0.07
H 2.04020 1.31026 1.60473 -0.04 0.04 -0.02
H 1.33917 2.95298 1.55083 0.08 -0.10 -0.18
H -0.68916 2.07225 0.45084 -0.04 0.05 -0.06
H 0.74028 1.59722 -0.48161 -0.01 0.04 0.01
H 0.69568 -0.64575 0.62666 0.00 0.02 -0.03
H 0.53516 -0.58489 -1.62009 -0.19 0.00 0.14
H 0.99106 -1.06884 -3.76518 0.12 0.01 0.02
H 0.19808 -1.67905 -6.00131 0.06 -0.01 -0.08
H -3.01292 -1.33766 -7.23048 -0.07 0.01 -0.11
H -1.49233 -2.19115 -7.51605 0.01 -0.02 -0.07
H -2.87446 -3.04123 -6.81636 -0.06 -0.07 -0.09

=====

Entry 5:
50
Properties=species:S:1:pos:R:3:forces:R:3 method="wB97M-V/def2-TZVPD" homo_energy_ev=-8.29 smiles="COc1ccc(OCc2nnc(SCC(=O)N[C@@H]3C[C@H]4CC[C@@H]3C4)o2)cc1" de_lowest_kcal_mol=464.1 charge=0
C -3.39260 -1.32970 -2.24227 -8.28 5.15 -5.86
H -3.92855 -2.21346 -2.44603 -1.52 -0.68 0.47
O -3.71854 -0.60515 -1.17577 -5.90 -8.27 -1.30
C -3.17564 0.40118 -0.76868 3.75 3.14 -2.77
C -3.66174 0.82635 0.29718 -2.32 6.30 11.26
C -3.15026 2.04889 1.00697 -0.15 -3.14 -2.39
C -2.11975 2.61144 0.45251 4.44 3.60 -6.84
C -1.60203 2.20226 -1.02192 -3.02 -0.97 4.48
C -2.22937 1.06120 -1.50636 4.18 2.87 -0.52
H -1.75831 0.58421 -2.34474 -0.34 -0.04 -0.63
H -0.82738 2.81976 -1.44036 0.02 -0.47 -0.53
O -1.62778 3.97072 0.77266 0.57 -3.30 0.57
C -0.31791 4.23362 0.25119 -5.21 9.68 0.66
C 0.81881 3.54151 0.45628 4.02 -7.26 -1.68
N 0.98726 2.49237 1.14140 -6.02 0.96 7.37
N 2.06526 1.84630 1.04068 4.34 -1.30 -3.41
C 2.61592 2.31504 -0.09994 -5.07 2.65 2.81
S 3.94564 2.06497 -0.99641 1.63 2.48 -3.70
C 4.70989 0.77065 -0.23020 -8.19 -1.86 8.02
H 4.53073 0.93991 1.01382 1.66 -0.04 -3.07
H 5.58963 0.54799 -0.59071 4.52 -1.13 -1.62
C 3.70360 -0.50992 -0.37085 7.17 -2.01 -5.99
O 4.19730 -1.24720 -1.33694 -2.68 1.77 3.57
N 2.65862 -0.72499 0.39254 4.24 -4.47 -3.71
H 2.43984 0.13308 0.61593 -3.58 5.05 2.99
C 1.85978 -1.82425 -0.00265 -3.37 -2.49 -0.39
H 2.27863 -2.74499 -0.66029 -0.05 3.01 1.58
C 1.38828 -2.32465 1.30749 1.04 -7.63 5.10
H 2.09845 -2.64203 2.14874 0.14 1.42 -1.50
C 0.23512 -1.61894 1.84936 2.05 5.42 -7.27
H -0.31050 -1.84504 2.60494 -2.88 -2.09 5.14
H 0.46069 -0.57031 1.82126 0.32 1.05 1.10
C -0.55818 -1.73304 0.50552 -0.86 -2.91 1.81
H -1.55885 -1.36990 0.40008 -0.37 0.97 0.17
C 0.40117 -1.39868 -0.56190 3.31 4.78 3.22
H 0.27005 -1.54167 -1.51546 -1.24 -2.73 -5.16
H 0.47772 -0.23790 -0.81882 -0.20 -1.44 1.62
C -0.72175 -3.27887 0.68401 0.48 -0.75 -7.02
H -0.88712 -3.60388 -0.58705 0.22 0.17 3.50
H -1.68365 -3.50817 1.10886 0.06 -0.41 0.78
C 0.69499 -3.86777 1.17397 -8.59 13.62 7.96
H 1.03967 -4.33680 0.55601 7.04 -9.31 -12.16
H 0.35278 -4.41345 1.95169 0.33 -1.47 3.41
O 1.72838 3.35582 -0.49917 4.27 1.09 -3.49
H -0.55786 4.82800 -0.74442 1.50 -1.69 1.56
H 0.03588 5.21479 0.98989 -1.38 -1.77 -1.86
H -3.35595 2.47057 1.91839 -1.61 0.32 2.25
H -4.37687 0.38369 1.00116 -0.03 -0.68 -1.30
H -3.53225 -0.58794 -3.30424 0.44 -2.18 2.65
H -2.53123 -1.58561 -2.19733 11.15 -3.00 0.15

=====

Entry 6:
55
Properties=species:S:1:pos:R:3:forces:R:3 method="wB97M-V/def2-TZVPD" homo_energy_ev=-4.06 de_lowest_kcal_mol=21.7 charge=-1
Zr -0.51585 -0.53737 0.26895 2.94 0.22 -0.10
C -1.98096 -3.06544 -1.27937 -0.05 -0.06 -0.06
N -0.71141 -2.30438 -1.32282 -0.08 0.16 -0.07
C -0.57146 -1.58359 -2.61880 -0.28 -0.04 0.12
C -1.44266 -0.33334 -2.63844 0.02 -0.05 -0.15
N -0.97613 0.70961 -1.69066 -0.29 -0.40 0.41
C 0.08277 1.54760 -2.29742 0.02 0.10 -0.07
C -2.03442 1.51475 -1.09539 -0.29 0.14 0.03
C -3.22612 1.72334 -1.80093 0.20 -0.05 -0.14
C -4.27609 2.43606 -1.26654 -0.07 0.03 -0.01
C -4.14713 2.97451 0.00699 -0.01 0.04 0.04
C -2.97908 2.78791 0.71072 0.17 0.01 0.07
C -1.88830 2.05849 0.20376 -0.30 0.09 -0.12
S -0.46360 1.83906 1.23799 -0.48 -0.35 -0.29
C 0.37514 -3.26337 -1.05285 -0.36 0.08 -0.44
C 0.98994 -3.92920 -2.10339 -0.01 0.13 0.00
C 1.93442 -4.90433 -1.84155 0.12 -0.05 -0.02
C 2.24393 -5.22748 -0.53078 0.09 -0.02 -0.02
C 1.62531 -4.56433 0.51250 -0.09 0.11 0.11
C 0.68215 -3.56883 0.26634 -0.03 -0.16 0.26
S -0.13043 -2.74818 1.60840 -0.25 0.21 -0.07
H -1.97712 -3.83269 -2.05948 0.02 0.00 -0.01
H -2.83732 -2.40829 -1.42038 0.02 0.02 -0.01
H -2.07696 -3.53909 -0.30417 0.02 0.00 0.02
H -0.90379 -2.21163 -3.45365 0.05 -0.10 0.04
H 0.47853 -1.35144 -2.79349 -0.01 0.06 0.07
H -2.46928 -0.59280 -2.37684 0.00 -0.03 0.02
H -1.45455 0.04181 -3.66693 0.01 0.14 0.03
H -0.36817 2.17710 -3.07306 -0.01 -0.01 0.01
H 0.84611 0.90916 -2.73759 0.00 -0.03 -0.01
H 0.55029 2.15963 -1.53269 -0.01 0.01 0.05
H -3.31991 1.33021 -2.80501 0.02 -0.01 0.01
H -5.18210 2.57415 -1.84234 0.01 0.01 0.01
H -4.95672 3.53736 0.45435 -0.01 -0.01 -0.02
H -2.87946 3.19979 1.70652 0.02 -0.01 0.01
H 0.78613 -3.65057 -3.12814 0.00 0.01 0.01
H 2.46050 -5.37412 -2.66153 -0.02 0.00 0.01
H 3.00471 -5.96794 -0.31946 -0.01 0.00 0.00
H 1.88536 -4.78656 1.53962 0.01 -0.01 -0.01
Se 2.41605 -1.20213 -4.40103 -0.06 -0.01 -0.15
Sb 3.87644 -0.78459 -2.53429 0.05 0.14 -0.14
Se 1.87726 -0.33816 -0.28230 -1.12 -0.33 0.50
Se 4.73105 1.43103 -2.40331 0.02 0.08 0.04
Se 5.05150 -2.63960 -1.64713 0.08 -0.16 0.12
S -3.33365 -0.81583 1.05069 -0.07 0.06 -0.02
C -3.07005 -1.82617 2.36463 0.11 -0.16 0.10
N -2.37954 -1.49656 3.44585 0.04 0.08 -0.09
C -2.01298 -2.53964 4.39429 -0.14 -0.04 0.00
C -2.87104 -3.77134 4.05237 -0.04 0.03 0.04
S -3.66434 -3.45063 2.44712 -0.01 0.13 -0.03
H -1.91003 -0.59876 3.45503 -0.03 0.00 -0.02
H -2.21690 -2.19898 5.40896 0.02 0.02 0.01
H -0.95078 -2.75635 4.29542 0.03 -0.03 -0.05
H -3.64922 -3.93686 4.79383 0.01 -0.01 0.02
H -2.26314 -4.66713 3.96525 0.05 0.00 -0.01

=====

Number 1: E -2909.06704 Eh. Number 2: E -1529.51796 Eh. Number 3: E -2435.54102 Eh. Number 4: E -1526.01669 Eh. Number 5: E -1600.58737 Eh. Number 6: E -12388.09864 Eh.